# 1
{
  "formula": "C4H24N2O8S",
  "method": "ωB97M-V with the def2-TZVPD basis set",
  "homo_ev": -9.828,
  "e_above_lowest_kj_mol": 210.3,
  "gap_ev": 9.961,
  "total_charge": 0,
  "e_lumo_ev": 0.13,
  "energy_ha": -1276.41006,
  "elements": ["S", "O", "O", "O", "O", "O", "O", "O", "O", "N", "N", "C", "C", "C", "C", "H", "H", "H", "H", "H", "H", "H", "H", "H", "H", "H", "H", "H", "H", "H", "H", "H", "H", "H", "H", "H", "H", "H", "H"],
  "coordinates": [[2.9917, 0.2903, -1.4785], [2.7194, -0.8860, 2.2017], [-1.2964, 3.9831, 1.1318], [0.5700, 2.3485, -2.6527], [1.2451, -3.1395, 1.0833], [1.6196, 3.2518, 1.2602], [-3.8278, -0.0643, 0.4209], [-1.7068, 0.2108, 2.4236], [-1.1092, -0.3241, -2.4688], [-1.7448, -1.9543, -1.0462], [0.2828, 0.6151, 0.0445], [-1.7490, -2.6654, 0.2581], [-0.9237, -0.9734, -1.4521], [0.3595, -0.6555, -0.6651], [1.5279, -0.7564, -1.6643], [-1.2116, -0.4105, 2.9717], [-0.1509, 2.8339, -3.0698], [-0.6365, 3.4790, 1.6147], [1.6849, 3.3335, 0.2976], [-1.0252, 0.2861, 1.7271], [1.1515, -0.5455, -2.6651], [-1.2343, -3.6151, 0.1584], [-3.4152, 0.1290, 1.2723], [1.2072, 0.8894, 0.3351], [-2.7925, -2.7112, 0.5363], [2.3986, 1.4747, -1.6465], [2.0292, 4.0930, 1.5012], [2.9848, -0.4440, 1.3846], [2.1701, -3.3550, 0.9367], [-3.1785, -0.5703, -0.0752], [-1.2653, -2.0410, 1.0024], [-2.3710, -2.3601, -1.7022], [0.6651, -1.3633, 0.1125], [0.8722, -2.7976, 0.2672], [2.3037, -0.1729, 2.7002], [0.0028, 1.3663, -0.5765], [-1.6191, 3.5093, 0.3644], [0.5398, 1.4779, -3.0678], [1.9315, -1.7661, -1.7760]],
  "mulliken_charge": [-0.16, -0.60, -0.62, -0.60, -0.60, -0.60, -0.68, -0.69, -0.63, -0.18, -0.18, -1.04, 0.02, 1.20, -1.02, 0.31, 0.30, 0.33, 0.30, 0.28, 0.32, 0.37, 0.37, 0.01, 0.38, 0.13, 0.28, 0.29, 0.30, 0.27, 0.43, 0.23, -0.45, 0.48, 0.29, 0.16, 0.30, 0.28, 0.41]
}

---

# 2
{
  "formula": "C4H11N3",
  "method": "ωB97M-V with the def2-TZVPD basis set",
  "homo_ev": [-7.345, -8.210],
  "e_above_lowest_kj_mol": 622.7,
  "gap_ev": [7.185, 8.735],
  "total_charge": 0,
  "e_lumo_ev": [-0.16, 0.52],
  "energy_ha": -323.06937,
  "elements": ["N", "N", "N", "C", "C", "C", "C", "H", "H", "H", "H", "H", "H", "H", "H", "H", "H", "H"],
  "coordinates": [[-0.5712, -0.3840, -0.3278], [1.2509, 0.2878, 0.9495], [0.9564, -0.8629, 1.8145], [0.7862, 0.0263, -0.3122], [-0.8154, 1.3189, 1.2036], [-1.2966, -0.7323, -1.5379], [1.4712, 0.3248, -1.4327], [-0.7157, 1.0542, 2.2464], [-1.8372, 1.2796, 0.8503], [-0.3025, 2.2128, 0.8778], [2.4844, 0.6876, -1.3430], [-0.6824, -1.0482, 0.4395], [1.7774, -1.4676, 1.7735], [1.0324, 0.2598, -2.4178], [0.9624, -0.5004, 2.7641], [-2.3381, -0.9279, -1.2776], [-1.2728, 0.0968, -2.2454], [-0.8896, -1.6252, -2.0248]],
  "mulliken_charge": [-0.16, -0.46, -0.45, 0.66, -0.57, -1.09, -1.16, 0.27, 0.24, 0.29, 0.30, 0.40, 0.23, 0.26, 0.22, 0.33, 0.34, 0.34]
}

---

# 3
{
  "formula": "C5H9N7S",
  "method": "ωB97M-V with the def2-TZVPD basis set",
  "homo_ev": -7.283,
  "e_above_lowest_kj_mol": 320.2,
  "gap_ev": 7.812,
  "total_charge": 0,
  "e_lumo_ev": 0.53,
  "energy_ha": -977.26064,
  "elements": ["S", "N", "N", "N", "N", "N", "N", "N", "C", "C", "C", "C", "C", "H", "H", "H", "H", "H", "H", "H", "H", "H"],
  "coordinates": [[0.6445, 1.8305, -0.3883], [1.2669, -0.6793, -0.0347], [3.1455, 0.7146, -0.2346], [-2.9797, -0.3583, -1.1239], [-3.1497, 0.9811, 0.5907], [-0.6732, -1.8864, 0.0416], [-3.8524, -0.0930, 0.8200], [-3.6320, -0.9488, -0.0318], [1.8107, 0.4701, -0.2299], [4.0425, -0.0050, 0.4802], [-0.5737, 0.6099, -0.4263], [-2.4273, 0.8659, -0.6454], [-0.0414, -0.6568, -0.1168], [-2.6127, 1.6447, -1.2442], [-0.0749, -2.5246, 0.3666], [4.8849, -0.6719, 0.0582], [4.5757, 0.8110, 1.0767], [-3.1162, 1.7469, 1.3312], [-2.3613, -1.0135, -1.5818], [3.3184, 1.6423, -0.4574], [3.4511, -0.5446, 1.2652], [-1.6459, -1.9347, 0.4847]],
  "mulliken_charge": [-0.28, -0.50, -0.17, -0.16, 0.14, -0.50, -0.33, -0.31, 0.52, -0.86, 0.22, -0.29, -0.14, 0.44, 0.30, 0.22, 0.31, 0.26, 0.37, 0.25, 0.30, 0.21]
}

---

# 4
{
  "formula": "C14H16N2O4S",
  "method": "ωB97M-V with the def2-TZVPD basis set",
  "homo_ev": -8.775,
  "e_above_lowest_kj_mol": 198.4,
  "gap_ev": 9.001,
  "total_charge": 0,
  "e_lumo_ev": 0.23,
  "energy_ha": -1351.72577,
  "elements": ["S", "O", "O", "O", "O", "N", "N", "C", "C", "C", "C", "C", "C", "C", "C", "C", "C", "C", "C", "C", "C", "H", "H", "H", "H", "H", "H", "H", "H", "H", "H", "H", "H", "H", "H", "H", "H"],
  "coordinates": [[1.7916, -1.6694, 0.7279], [4.1234, 1.7483, -0.8958], [2.1980, -2.7761, -0.0961], [-1.0532, 3.0269, 1.2150], [1.9961, -1.7751, 2.1423], [-3.8551, -0.3458, -0.1909], [2.4974, -0.2349, 0.2202], [-0.4013, -0.0454, 0.6544], [2.5919, -0.1063, -1.2166], [3.7286, 0.1494, 0.8799], [2.9352, 1.3518, -1.5370], [-2.5836, 1.3600, 0.5355], [-3.8498, 0.9591, 0.1588], [-4.9926, -1.1013, -0.6344], [0.0679, -1.3128, 0.4013], [-1.7493, 0.1982, 0.4110], [-2.0912, -2.1247, -0.2989], [-0.7476, -2.3397, -0.0694], [-2.5841, -0.8475, -0.0525], [4.0231, 1.6026, 0.5037], [-2.1798, 2.6842, 0.9436], [-5.1755, -1.9422, 0.0379], [-5.8721, -0.4607, -0.6469], [2.1021, 1.9935, -1.2131], [3.1068, 1.4834, -2.6066], [-4.8224, -1.4903, -1.6406], [-0.2932, -3.3006, -0.2499], [-3.0206, 3.4076, 0.9839], [3.2206, 2.2477, 0.8897], [4.5631, -0.4910, 0.5586], [3.5763, 0.0339, 1.9523], [0.2525, 0.7268, 1.0222], [-2.7289, -2.9185, -0.6554], [1.6275, -0.3818, -1.6467], [4.9824, 1.9226, 0.9124], [-4.7502, 1.5438, 0.1187], [3.3660, -0.7755, -1.6184]],
  "mulliken_charge": [1.33, -0.38, -0.73, -0.50, -0.74, 0.16, 0.19, -0.29, -0.54, -0.54, -0.65, -0.03, -0.22, -1.02, -0.05, 0.67, -0.88, -0.69, -0.08, -0.63, -0.44, 0.33, 0.34, 0.33, 0.34, 0.33, 0.50, 0.29, 0.31, 0.33, 0.39, 0.70, 0.43, 0.37, 0.35, 0.41, 0.31]
}

---

# 5
{
  "formula": "C4H12O4",
  "method": "ωB97M-V with the def2-TZVPD basis set",
  "homo_ev": -10.448,
  "e_above_lowest_kj_mol": 163.2,
  "gap_ev": 10.918,
  "total_charge": 0,
  "e_lumo_ev": 0.47,
  "energy_ha": -460.52047,
  "elements": ["O", "O", "O", "O", "C", "C", "C", "C", "H", "H", "H", "H", "H", "H", "H", "H", "H", "H", "H", "H"],
  "coordinates": [[-0.8704, -1.1572, -3.3165], [0.7207, -0.0210, -2.2500], [-1.8633, 0.2878, -1.8330], [-0.9518, -1.6104, -1.1069], [0.7034, 0.6306, 1.2211], [-1.0302, -0.7403, -2.0970], [1.7549, 0.1266, 2.2095], [-0.7195, 0.2495, 1.6362], [-2.0304, 0.7495, -2.6661], [0.7692, 1.7205, 1.1398], [0.7632, 0.9427, -2.2906], [-0.8221, -0.8382, 1.7395], [-1.4633, 0.6141, 0.9212], [1.5839, 0.5305, 3.2114], [0.9202, 0.2353, 0.2249], [0.1643, -0.6665, -3.2760], [-0.9787, 0.6717, 2.6105], [1.7303, -0.9641, 2.2834], [-1.1424, -1.1748, -0.2616], [2.7619, 0.4137, 1.9000]],
  "mulliken_charge": [-0.63, -0.78, -0.44, -0.42, 0.40, 0.84, -1.28, -1.39, 0.32, 0.27, 0.29, 0.29, 0.32, 0.33, 0.04, 0.46, 0.42, 0.32, 0.30, 0.34]
}

---

# 6
{
  "formula": "C18H20FN3O5",
  "method": "ωB97M-V with the def2-TZVPD basis set",
  "homo_ev": -9.069,
  "e_above_lowest_kj_mol": 0.0,
  "gap_ev": 9.548,
  "total_charge": 0,
  "e_lumo_ev": 0.48,
  "energy_ha": -1338.34406,
  "elements": ["F", "O", "O", "O", "O", "O", "N", "N", "N", "C", "C", "C", "C", "C", "C", "C", "C", "C", "C", "C", "C", "C", "C", "C", "C", "C", "C", "H", "H", "H", "H", "H", "H", "H", "H", "H", "H", "H", "H", "H", "H", "H", "H", "H", "H", "H", "H"],
  "coordinates": [[3.0714, -1.3062, -2.9023], [2.3719, 1.9150, 1.4033], [-1.4589, 0.9088, -0.7516], [-2.4187, -1.9935, 2.0558], [-1.5219, -1.6641, -1.2090], [-2.8574, -0.8394, -2.8179], [0.4759, 1.3531, 0.3043], [-0.5149, -1.0201, 3.4450], [0.8764, 0.5815, 2.4795], [-2.5789, -1.5888, -0.2665], [-0.6054, -0.4764, -4.5054], [1.3157, 1.3256, 1.3757], [1.7844, -0.5447, -4.7215], [-0.9787, -0.3100, 1.2365], [-0.0331, 1.3272, 5.4567], [-2.0123, -1.3120, 1.1139], [-0.5123, -0.9735, -3.2085], [0.8266, 2.2094, -0.8170], [0.5371, -0.2656, -5.2555], [1.8583, -1.0373, -3.4298], [0.9695, 3.0961, 3.9943], [-0.2007, -0.2507, 2.4092], [1.7062, 0.7017, 3.6731], [-1.7621, -1.1351, -2.4192], [-0.7316, 0.6505, 0.1848], [0.7338, -1.2581, -2.6593], [1.2124, 1.7552, 4.6829], [0.7701, 3.8659, 4.7353], [1.8221, -0.2740, 4.1504], [0.4616, 0.1203, -6.2604], [0.0288, 2.9332, -0.9805], [0.9353, 1.6041, -1.7172], [-0.8851, 1.1976, 4.7938], [-3.2689, -0.7893, -0.5666], [-0.2893, 2.0964, 6.1814], [-3.1228, -2.5391, -0.2342], [-1.3276, -1.6313, 3.2886], [0.1388, 0.4029, 6.0056], [0.8249, -1.6413, -1.6560], [1.7607, 2.7126, -0.5833], [0.0436, -1.0633, 4.2768], [1.8368, 3.3917, 3.4107], [-1.5846, -0.2567, -4.9011], [2.0310, 1.8788, 5.4007], [2.6883, 1.0166, 3.3102], [0.1100, 3.0366, 3.3290], [2.6903, -0.3861, -5.2852]],
  "mulliken_charge": [-0.33, -0.65, -0.75, -0.81, -0.31, -0.66, 0.12, -0.24, 0.30, -0.80, -0.70, 0.73, -0.58, -0.69, -1.59, 0.99, 0.50, -1.02, -0.44, 0.39, -1.57, 0.61, -2.20, 0.51, 0.72, -0.48, 1.13, 0.49, 0.63, 0.41, 0.31, 0.21, 0.33, 0.34, 0.44, 0.43, 0.29, 0.33, 0.52, 0.39, 0.15, 0.36, 0.49, 0.39, 0.59, 0.27, 0.47]
}

---

# 7
{
  "formula": "C11H25Cl3IN6P",
  "method": "ωB97M-V with the def2-TZVPD basis set",
  "homo_ev": -8.699,
  "gap_ev": 8.843,
  "total_charge": 0,
  "e_lumo_ev": 0.14,
  "energy_ha": -2782.30386,
  "elements": ["I", "Cl", "Cl", "Cl", "P", "N", "N", "N", "N", "N", "N", "C", "C", "C", "C", "C", "C", "C", "C", "C", "C", "C", "H", "H", "H", "H", "H", "H", "H", "H", "H", "H", "H", "H", "H", "H", "H", "H", "H", "H", "H", "H", "H", "H", "H", "H", "H"],
  "coordinates": [[-2.5446, -0.9805, 3.8890], [-7.6446, -1.0289, 3.0395], [-6.1575, -0.9162, 0.5436], [-6.1673, 1.3728, 2.3328], [-1.0541, 0.0742, 2.2584], [2.1731, 2.8406, 1.0404], [1.9442, -1.5765, -1.4063], [3.0358, -3.1301, -2.7807], [2.4504, -0.9990, -3.6186], [2.4650, 2.1742, -1.1461], [0.5122, 3.4041, -0.5974], [-0.7143, 2.7107, -0.1833], [2.5300, -1.5984, 0.9902], [1.7229, 2.8073, -0.1430], [2.5005, -1.9991, -2.6149], [2.2159, -2.4427, -0.2506], [-2.1255, 0.1905, 0.7515], [0.1767, -1.2501, 1.8737], [1.4525, -0.6007, 1.3600], [-1.3282, 0.2004, -0.5621], [-1.0935, 1.5913, -1.1669], [-6.2165, -0.3876, 2.2278], [3.3182, 1.8310, -0.7186], [-2.7107, 1.0951, 0.8473], [0.9428, -1.4837, -1.5299], [-1.9099, -0.3646, -1.2783], [-0.3914, -0.3314, -0.4554], [2.2646, -1.4494, -4.5078], [-1.4987, 3.4532, -0.2318], [-0.2852, 1.5049, -1.8805], [0.3874, -1.7238, 2.8271], [3.4455, -3.2021, -3.7057], [-2.8339, -0.6312, 0.7395], [3.0680, -3.0749, -0.4286], [-0.2166, -2.0250, 1.2215], [-1.9582, 1.8595, -1.7549], [-0.6795, 2.3657, 0.8484], [0.4884, 4.3873, -0.3714], [1.3593, -3.0695, -0.0213], [3.4230, -1.0331, 0.7511], [1.9504, 1.3893, -1.5329], [1.6601, -0.3811, -3.4482], [2.7566, -2.2607, 1.8162], [1.5291, 3.3872, 1.6139], [-5.3390, -0.7740, 2.7268], [1.8455, 0.0457, 2.1326], [1.2511, 0.0289, 0.5036]],
  "mulliken_charge": [-0.16, -0.14, -0.14, -0.13, 0.03, -0.66, 0.00, -0.65, -0.56, -0.42, -0.36, -0.26, -1.16, 0.14, 0.38, -0.82, -1.02, -0.84, 0.67, 0.89, -1.13, 0.48, 0.37, 0.46, 0.06, 0.53, -1.13, 0.28, 0.35, 0.46, 0.57, 0.23, 0.58, 0.53, 0.39, 0.39, 0.21, 0.34, 0.26, 0.37, 0.03, 0.22, 0.39, 0.27, -0.15, 0.57, -0.72]
}

---

# 8
{
  "formula": "C11H38Ca3O25P2S3",
  "method": "ωB97M-V with the def2-TZVPD basis set",
  "homo_ev": -8.458,
  "e_above_lowest_kj_mol": 0.0,
  "gap_ev": 6.375,
  "total_charge": 0,
  "e_lumo_ev": -2.08,
  "energy_ha": -6233.55317,
  "elements": ["Ca", "Ca", "Ca", "S", "S", "S", "P", "P", "O", "O", "O", "O", "O", "O", "O", "O", "O", "O", "O", "O", "O", "O", "O", "O", "O", "O", "O", "O", "O", "O", "O", "O", "O", "C", "C", "C", "C", "C", "C", "C", "C", "C", "C", "C", "H", "H", "H", "H", "H", "H", "H", "H", "H", "H", "H", "H", "H", "H", "H", "H", "H", "H", "H", "H", "H", "H", "H", "H", "H", "H", "H", "H", "H", "H", "H", "H", "H", "H", "H", "H", "H", "H"],
  "coordinates": [[2.7112, -1.3405, 1.3784], [3.5258, 1.7640, -0.2735], [1.9588, -0.5864, -3.4205], [4.8840, 0.5384, 1.9263], [0.4656, 0.3471, -0.3672], [4.0157, -1.7703, -1.1471], [-1.2746, -2.4188, -4.2306], [1.0651, 0.1841, 4.4576], [4.7865, -0.8728, 2.0780], [3.4849, 0.9150, 1.8385], [-2.0235, 3.1978, -0.4642], [-1.4162, -2.9797, -5.7538], [0.7756, -0.9149, 0.2567], [-3.5341, 0.3541, 0.0411], [0.8455, 0.1694, -1.8130], [-2.4105, -3.7077, 1.7243], [5.4593, -1.5582, -1.4483], [-0.9260, 0.7400, -0.2858], [3.6907, -2.7371, -0.1973], [-1.9188, -3.5663, -3.3226], [-2.3950, -1.2393, -4.1893], [1.9070, 0.5108, 5.7933], [0.1002, -1.9770, -3.9814], [1.4511, 4.7971, -2.6324], [3.5079, -0.4944, -0.6235], [2.3035, 3.4628, 1.1001], [5.4507, 0.9006, 0.6215], [0.2415, 1.5280, 4.0187], [1.7370, -0.5816, 3.3943], [-0.1686, -0.7259, 5.0730], [5.4992, 1.2573, 3.0342], [3.2988, -1.9789, -2.3695], [1.3270, 1.3901, 0.1618], [-3.3103, 3.2040, -0.9999], [3.1564, 1.0895, 5.6426], [0.4744, 3.8177, -2.2656], [-2.3977, -0.3709, -3.0284], [-2.6290, -3.4610, -6.4524], [-3.8889, -0.1801, 1.3576], [-1.8402, -2.9262, 0.6672], [-0.2994, -2.0374, 4.7483], [-1.3885, -4.9050, -3.3568], [2.1034, 4.8241, 0.8249], [-0.7544, 1.4463, 2.9929], [-2.9167, -2.6414, -7.1109], [-4.7224, 0.3037, 1.8667], [1.2673, 5.3574, 1.2773], [-1.7397, 1.6362, 3.4184], [1.4653, 3.0183, 0.9537], [-1.3157, -5.3100, -2.3474], [3.4263, 1.1898, 4.5913], [-3.4820, 4.2733, -1.1232], [3.7659, 0.3048, 6.0908], [-3.4178, 2.7722, -1.9949], [-1.7535, 2.2775, -0.4223], [-0.3837, 4.2450, -1.7468], [-1.0216, -2.5843, 5.3544], [0.9709, 3.2543, -1.4755], [-1.1469, -3.5665, 0.1218], [-3.2355, 0.3238, -3.0885], [-2.5121, -2.5617, -0.1098], [-0.5112, -2.1694, 3.6873], [-2.3546, -4.4125, -6.9079], [-4.0372, 2.8808, -0.2547], [-4.1866, -1.2265, 1.2902], [-2.5770, 0.3641, -0.0325], [-0.3859, -5.1486, -3.7085], [-3.0146, -0.1369, 2.0071], [-2.4616, -1.0578, -2.1845], [0.2344, 3.1474, -3.0909], [2.1776, 4.2881, -2.9995], [-0.8956, 0.4642, 2.5416], [0.6766, -2.4929, 4.9160], [3.3692, 2.0014, 6.2004], [-1.9771, -5.6371, -3.9097], [-1.2101, -2.1801, 1.1513], [-3.0690, -3.2534, 2.2549], [-3.3216, -3.6741, -5.6382], [2.9381, 5.4645, 1.1099], [-0.6832, 2.1916, 2.2006], [1.8677, 4.9901, -0.2262], [-1.4778, 0.1964, -3.1699]],
  "mulliken_charge": [1.66, 1.24, 1.56, 1.55, 0.00, 1.32, 0.54, 0.58, -0.82, -0.81, -0.52, -0.42, -0.77, -0.49, 0.05, -0.58, -0.68, 0.08, -0.86, -0.13, -0.46, -0.38, -0.33, -0.55, -0.63, -0.35, -0.88, -0.47, -0.16, -0.36, -0.72, -0.90, 0.00, -0.71, -0.38, -0.24, 0.03, -0.63, -0.36, -0.10, -0.58, -0.90, -0.68, -0.12, 0.24, 0.34, 0.29, 0.49, 0.09, 0.34, 0.02, 0.36, 0.25, 0.20, 0.30, 0.28, 0.28, -0.09, 0.24, 0.18, 0.16, 0.17, 0.25, 0.24, 0.19, 0.46, 0.39, -0.01, 0.04, 0.36, 0.29, -0.34, 0.30, 0.28, 0.32, -0.11, 0.33, 0.30, 0.35, 0.23, 0.22, 0.12]
}